109
Properties=species:S:1:pos:R:3 method="wB97M-V/def2-TZVPD" orbital_gap_ha="0.279 / 0.303" spin_multiplicity=3 homo_energy_ev="-8.3 / -9.0"
C -1.7487 -3.2541 2.8590
C -1.7521 -3.0219 1.3669
O -0.4703 -3.2916 0.7723
C 0.3228 -2.1885 0.7373
O 0.7333 -1.6794 1.7297
C 0.6553 -1.7147 -0.6370
C 1.3858 -0.3786 -0.6310
C 0.4259 0.8068 -0.3121
C 0.7029 1.4041 1.0463
C 1.9921 1.9021 1.2923
C 2.3571 2.4736 2.5075
C 1.4199 2.5361 3.5350
C 0.1326 2.0419 3.3170
C -0.2519 1.4922 2.0789
C -1.6559 1.0387 1.9426
O -2.2309 0.8909 0.8898
C -2.4031 0.7534 3.1982
C -3.6615 -0.0482 3.0978
O -4.7088 0.8322 2.7454
C -5.9318 0.1595 2.5843
O -6.7915 0.9845 1.8789
C -7.1900 0.5358 0.5982
C -8.6200 0.9695 0.3112
O -8.6526 1.7971 -0.8440
C -2.0090 1.2519 4.3648
C -0.8180 2.1099 4.4554
O -0.6270 2.8115 5.4153
H -1.1493 -2.5172 3.3786
H -2.7669 -3.1988 3.2396
H -1.3724 -4.2523 3.0551
H -2.0276 -1.9921 1.1389
H -2.4768 -3.6726 0.8882
H -0.2431 -1.6824 -1.2461
H 1.3043 -2.4781 -1.0714
H 2.1787 -0.4458 0.1038
H 1.8069 -0.2435 -1.6225
H -0.5820 0.4391 -0.3867
H 0.6190 1.5818 -1.0476
H 2.7263 1.8488 0.5014
H 3.3574 2.8561 2.6169
H 1.6797 2.9713 4.4848
H -3.8523 -0.5155 4.0659
H -3.5554 -0.8102 2.3237
H -6.3724 -0.0393 3.5675
H -5.7637 -0.7956 2.0767
H -6.5712 0.9768 -0.1823
H -7.1282 -0.5470 0.5112
H -9.0320 1.4723 1.1812
H -9.2372 0.0881 0.1274
H -9.2864 2.5021 -0.7084
H -2.5575 1.0757 5.2760
C -1.2746 -8.1219 -1.6570
C -0.9576 -6.6000 -1.6492
C -2.2398 -5.7558 -1.6279
C -2.9530 -5.6237 -2.9719
C -1.9715 -5.1823 -4.0549
C -0.7648 -6.1128 -4.1587
N -0.1038 -6.2387 -2.8222
O 0.6316 -5.2065 -2.5748
C -1.2191 -7.4763 -4.7109
C 0.2409 -5.5613 -5.1614
C -0.2020 -6.3149 -0.3577
H -1.0042 -8.6120 -2.5873
H -0.7035 -8.6370 -0.8854
H -2.3318 -8.3181 -1.4721
H -1.9843 -4.7491 -1.2800
H -2.9190 -6.1756 -0.8831
H -3.4391 -6.5640 -3.2457
H -3.7532 -4.8855 -2.8852
H -2.4709 -5.1376 -5.0248
H -1.6284 -4.1668 -3.8327
H -0.3873 -8.1819 -4.7351
H -1.5764 -7.3482 -5.7327
H -2.0354 -7.9268 -4.1519
H 0.5430 -4.5435 -4.9231
H -0.2094 -5.5520 -6.1536
H 1.1357 -6.1841 -5.1989
H 0.7716 -6.8078 -0.3503
H -0.7788 -6.6970 0.4867
H -0.0514 -5.2527 -0.1979
C 5.3042 7.5952 1.7293
C 5.5093 6.1279 1.2611
C 6.7033 5.9998 0.3038
C 6.4332 6.4435 -1.1319
C 5.1706 5.7745 -1.6684
C 3.9570 6.0265 -0.7764
N 4.2605 5.6044 0.6270
O 4.1671 4.3240 0.7495
C 3.5610 7.5116 -0.8606
C 2.7562 5.2359 -1.2822
C 5.8294 5.3167 2.5121
H 4.3924 8.0426 1.3466
H 5.2138 7.6451 2.8140
H 6.1383 8.2347 1.4377
H 7.0197 4.9521 0.2793
H 7.5414 6.5626 0.7179
H 6.3531 7.5322 -1.1914
H 7.2837 6.1697 -1.7591
H 4.9503 6.1310 -2.6765
H 5.3449 4.6968 -1.7492
H 2.7354 7.7325 -0.1826
H 3.2283 7.7367 -1.8738
H 4.3767 8.1969 -0.6436
H 2.9717 4.1726 -1.3708
H 2.4751 5.6021 -2.2690
H 1.9001 5.3568 -0.6168
H 4.9762 5.2875 3.1912
H 6.6628 5.7919 3.0298
H 6.1187 4.2930 2.2806